Entry 1:
165
Properties=species:S:1:pos:R:3 method="wB97M-V/def2-TZVPD" e_homo_ev=-9.8 orbital_gap_ev=7.681 charge=0
Br 8.835 41.113 -0.712
C 9.154 39.097 -0.690
C 9.021 38.509 -2.159
Br 10.193 39.552 -3.383
H 8.438 38.692 0.025
H 10.122 38.865 -0.245
H 7.943 38.518 -2.317
H 9.247 37.447 -2.247
Br 2.688 38.003 10.369
C 4.294 38.154 9.098
C 3.874 38.949 7.840
Br 5.490 38.994 6.693
H 4.676 37.147 8.931
H 5.070 38.693 9.641
H 3.640 39.982 8.098
H 3.010 38.528 7.325
Br 1.816 36.057 -3.521
C 3.136 34.618 -3.491
C 4.246 35.006 -2.506
Br 5.754 33.631 -2.473
H 3.435 34.533 -4.536
H 2.613 33.723 -3.151
H 3.875 35.044 -1.482
H 4.655 35.969 -2.810
O 0.403 42.548 5.904
S -0.788 41.811 5.443
O -0.639 40.535 4.684
O -1.648 41.386 6.854
C -1.721 42.321 8.048
C -2.393 41.483 9.213
C -1.907 42.924 4.645
H -2.329 43.220 7.946
H -0.734 42.637 8.383
H -3.292 40.937 8.926
H -2.521 42.304 9.919
H -1.807 40.714 9.715
H -2.882 42.502 4.890
H -1.887 42.892 3.556
H -1.756 43.937 5.020
O 1.190 41.875 -0.151
S 2.656 42.014 -0.288
O 3.474 40.884 -0.643
O 2.902 43.267 -1.329
C 2.075 44.437 -1.261
C 2.957 45.624 -1.451
C 3.430 42.717 1.247
H 1.562 44.588 -0.311
H 1.429 44.327 -2.132
H 3.575 45.734 -2.342
H 3.638 45.616 -0.599
H 2.358 46.535 -1.448
H 3.373 41.847 1.901
H 2.799 43.486 1.691
H 4.475 43.026 1.271
O -5.424 37.276 8.560
S -5.180 36.506 7.338
O -5.343 35.050 7.407
O -6.123 37.040 6.042
C -6.791 38.288 6.060
C -7.935 38.351 7.099
C -3.567 36.979 6.610
H -7.171 38.534 5.068
H -6.035 39.040 6.285
H -8.552 39.242 6.981
H -7.646 38.253 8.145
H -8.622 37.505 7.076
H -3.788 37.986 6.256
H -3.310 36.312 5.787
H -2.833 36.925 7.413
O 1.266 28.053 2.547
S 1.954 29.343 2.741
O 2.166 30.210 1.616
O 1.097 30.096 3.923
C -0.166 30.505 3.619
C -0.933 30.707 4.912
C 3.548 29.108 3.753
H -0.668 29.831 2.925
H 0.023 31.484 3.179
H -1.232 29.768 5.377
H -1.865 31.267 4.834
H -0.437 31.247 5.719
H 4.033 30.081 3.833
H 4.104 28.302 3.273
H 3.359 28.709 4.750
O 9.545 30.099 3.352
S 9.728 28.852 2.549
O 8.745 28.476 1.504
O 11.333 28.974 1.973
C 11.524 28.909 0.482
C 11.010 30.180 -0.165
C 9.908 27.373 3.691
H 11.068 28.003 0.084
H 12.610 28.919 0.391
H 11.184 31.058 0.457
H 9.928 30.300 -0.216
H 11.460 30.464 -1.116
H 10.702 27.567 4.412
H 10.189 26.436 3.210
H 9.014 27.126 4.262
O 8.694 28.263 9.338
S 7.347 28.693 9.808
O 6.112 28.504 9.015
O 7.166 27.981 11.311
C 5.900 27.963 12.050
C 4.981 26.835 11.461
C 7.327 30.475 10.462
H 5.321 28.885 11.989
H 6.126 27.738 13.092
H 4.308 26.508 12.254
H 5.678 26.066 11.129
H 4.396 27.142 10.594
H 6.293 30.600 10.785
H 7.589 31.043 9.569
H 8.153 30.590 11.163
O -5.626 38.065 -1.302
S -4.492 38.346 -0.406
O -4.740 39.058 0.833
O -3.733 36.908 -0.144
C -2.912 36.846 1.007
C -1.743 36.073 0.579
C -3.184 39.136 -1.311
H -3.504 36.298 1.740
H -2.597 37.830 1.355
H -1.030 36.648 -0.011
H -1.921 35.071 0.191
H -1.286 35.833 1.539
H -2.185 38.913 -0.935
H -3.360 40.207 -1.220
H -3.297 38.702 -2.305
C 3.612 35.566 3.876
C 4.792 35.736 3.246
C 6.006 34.951 3.600
O 7.133 35.274 3.147
C 5.726 34.000 4.587
C 4.588 33.764 5.218
C 3.431 34.562 4.976
O 2.407 34.627 5.603
H 2.803 36.194 3.533
H 4.840 36.352 2.360
H 6.576 33.487 5.012
H 4.450 33.023 5.991
C 9.525 38.504 9.522
C 10.267 39.327 8.748
C 10.856 38.986 7.473
O 11.335 39.741 6.604
C 10.625 37.528 7.161
C 9.877 36.706 7.899
C 9.267 37.140 9.180
O 8.609 36.359 9.909
H 9.084 39.016 10.364
H 10.360 40.374 8.993
H 11.105 37.214 6.246
H 9.813 35.669 7.606
C -0.417 32.842 10.720
C -1.661 32.823 11.288
C -2.082 31.710 12.172
O -3.193 31.580 12.703
C -0.968 30.659 12.318
C 0.242 30.825 11.775
C 0.686 31.888 10.925
O 1.890 31.983 10.733
H -0.139 33.736 10.182
H -2.332 33.635 11.048
H -1.249 29.810 12.924
H 1.012 30.101 12.001

=====

Entry 2:
156
Properties=species:S:1:pos:R:3 method="wB97M-V/def2-TZVPD" relative_energy_kcal_mol=20.61 smiles="[H]/N=C(/C)CB(CC(=O)OC(C)=O)C(=O)NC(=O)F.CCOC(C)=O.CCOC(C)=O.CCOC(C)=O.CCOC(C)=O.CCOC(C)=O.CCOC(C)=O.CCOC(C)=O.CCOC(C)=O.CCOC(C)=O" e_homo_ev=-9.5 orbital_gap_ev=8.775 charge=0
H 8.555 -0.184 -1.896
N 8.642 -0.960 -1.241
C 7.966 -1.954 -1.637
C 8.032 -3.200 -0.797
C 7.151 -1.937 -2.920
B 5.613 -2.118 -2.669
C 4.786 -0.806 -2.393
C 3.298 -0.893 -2.591
O 2.800 -0.612 -3.655
O 2.466 -1.325 -1.573
C 2.933 -1.152 -0.280
C 2.890 -2.325 0.647
O 3.321 -0.069 0.100
C 5.034 -3.628 -2.719
O 5.821 -4.539 -2.856
N 3.621 -3.927 -2.623
C 3.282 -5.119 -3.264
O 3.272 -5.276 -4.451
F 2.925 -6.113 -2.448
H 7.116 -3.774 -0.830
H 8.255 -2.886 0.213
H 8.882 -3.785 -1.131
H 7.544 -2.666 -3.625
H 7.290 -0.953 -3.360
H 5.137 -0.071 -3.109
H 5.082 -0.435 -1.410
H 3.124 -3.264 0.157
H 1.898 -2.401 1.075
H 3.582 -2.187 1.449
H 3.296 -3.934 -1.663
C -3.541 -2.078 0.628
C -2.146 -1.754 1.109
O -1.382 -2.946 1.361
C -0.715 -3.597 0.399
C -0.989 -3.255 -1.048
O 0.038 -4.487 0.693
H -3.525 -2.616 -0.318
H -4.122 -1.166 0.497
H -4.054 -2.715 1.348
H -1.614 -1.096 0.420
H -2.195 -1.233 2.064
H -1.750 -3.935 -1.431
H -0.068 -3.395 -1.610
H -1.309 -2.229 -1.211
C 4.050 2.813 -6.205
C 5.447 3.206 -5.779
O 6.263 2.059 -5.511
C 6.941 1.394 -6.463
C 6.641 1.669 -7.917
O 7.717 0.542 -6.128
H 4.058 2.248 -7.137
H 3.434 3.700 -6.351
H 3.587 2.179 -5.448
H 5.930 3.861 -6.506
H 5.405 3.755 -4.840
H 5.898 0.953 -8.263
H 7.559 1.530 -8.483
H 6.288 2.678 -8.116
C -3.950 -2.128 -4.677
C -4.226 -3.422 -3.934
O -4.683 -3.200 -2.585
C -5.951 -2.993 -2.178
C -7.026 -2.699 -3.186
O -6.175 -2.982 -0.999
H -4.842 -1.529 -4.809
H -3.526 -2.330 -5.658
H -3.245 -1.533 -4.091
H -4.908 -4.075 -4.479
H -3.292 -3.969 -3.812
H -7.126 -1.620 -3.293
H -7.961 -3.108 -2.808
H -6.846 -3.137 -4.157
C -3.039 0.649 5.879
C -3.307 1.563 4.702
O -3.878 0.858 3.597
C -5.205 0.625 3.484
C -6.084 0.859 4.687
O -5.625 0.175 2.456
H -3.961 0.217 6.267
H -2.553 1.198 6.686
H -2.395 -0.177 5.574
H -3.929 2.415 4.980
H -2.366 1.968 4.328
H -6.191 -0.075 5.235
H -7.063 1.180 4.340
H -5.719 1.626 5.360
C 5.616 -2.825 6.656
C 5.321 -1.873 5.515
O 4.761 -2.554 4.390
C 3.448 -2.816 4.260
C 2.531 -2.650 5.447
O 3.048 -3.244 3.213
H 4.708 -3.295 7.033
H 6.096 -2.295 7.479
H 6.277 -3.623 6.319
H 4.681 -1.045 5.822
H 6.250 -1.436 5.153
H 2.436 -3.608 5.955
H 1.554 -2.347 5.079
H 2.856 -1.894 6.159
C -3.528 2.336 10.946
C -3.866 3.252 9.792
O -4.532 2.538 8.731
C -5.853 2.317 8.699
C -6.681 2.569 9.937
O -6.340 1.857 7.700
H -4.425 1.912 11.401
H -2.977 2.881 11.711
H -2.916 1.504 10.598
H -4.459 4.114 10.106
H -2.942 3.643 9.358
H -6.770 1.637 10.494
H -7.671 2.890 9.622
H -6.282 3.342 10.588
C -6.450 -5.191 -9.726
C -6.136 -5.457 -8.268
O -5.740 -4.263 -7.586
C -6.610 -3.395 -7.044
C -8.078 -3.502 -7.381
O -6.184 -2.510 -6.351
H -7.292 -4.509 -9.839
H -6.691 -6.123 -10.239
H -5.593 -4.731 -10.217
H -6.963 -5.942 -7.749
H -5.282 -6.127 -8.193
H -8.294 -2.839 -8.217
H -8.648 -3.176 -6.514
H -8.408 -4.509 -7.622
C 3.084 4.766 9.371
C 2.098 3.899 8.617
O 0.909 3.663 9.377
C -0.134 4.503 9.396
C 0.016 5.893 8.829
O -1.153 4.148 9.931
H 2.677 5.757 9.573
H 4.004 4.883 8.798
H 3.324 4.314 10.333
H 1.854 4.309 7.636
H 2.530 2.915 8.447
H 0.284 6.574 9.635
H -0.943 6.195 8.414
H 0.749 5.971 8.030
C 0.487 7.330 -5.969
C 1.771 7.603 -6.726
O 2.384 6.395 -7.183
C 2.055 5.788 -8.340
C 0.807 6.215 -9.074
O 2.727 4.871 -8.721
H -0.261 6.857 -6.605
H 0.070 8.259 -5.581
H 0.678 6.655 -5.136
H 1.624 8.298 -7.554
H 2.500 8.060 -6.058
H -0.018 5.574 -8.768
H 0.980 6.084 -10.139
H 0.532 7.256 -8.919

=====

Entry 3:
158
Properties=species:S:1:pos:R:3 method="wB97M-V/def2-TZVPD" spin_multiplicity=6 s_squared=8.75 e_homo_ev="-4.6 / -4.6" orbital_gap_ev="6.440 / 6.451" charge=-1
Mn -0.441 -0.830 0.485
C 3.630 2.080 1.033
C 3.830 2.120 -0.530
C 4.146 0.742 -1.111
C 4.531 0.828 -2.636
N 4.652 -0.574 -3.365
C 3.319 -1.392 -3.135
C 2.807 -1.857 -4.480
C 3.902 -1.573 -5.418
C 4.680 -0.384 -4.918
C 5.805 -1.411 -2.858
H 3.523 3.082 1.450
H 4.506 1.616 1.486
H 2.724 1.559 1.342
H 4.691 2.754 -0.741
H 2.948 2.540 -1.014
H 3.218 0.174 -1.053
H 4.917 0.331 -0.460
H 5.446 1.398 -2.796
H 3.751 1.382 -3.158
H 3.592 -2.185 -2.439
H 2.512 -0.829 -2.667
H 2.653 -2.936 -4.474
H 1.835 -1.472 -4.788
H 4.527 -2.464 -5.457
H 3.543 -1.363 -6.426
H 5.706 -0.373 -5.286
H 4.157 0.557 -5.092
H 5.917 -2.255 -3.539
H 5.608 -1.755 -1.842
H 6.700 -0.798 -2.756
C -2.291 -1.040 -3.261
C -1.551 -0.722 -2.185
C -0.273 0.097 -2.315
O 0.443 0.450 -1.286
C 0.238 0.423 -3.521
C -0.512 0.113 -4.747
C -1.909 -0.497 -4.542
O -2.615 -0.540 -5.570
O -0.123 0.239 -5.923
O -1.907 -1.442 -1.176
H -3.151 -1.693 -3.224
H 1.032 1.145 -3.637
C 3.191 -0.804 2.598
C 1.952 -1.092 1.890
C 2.004 -2.194 0.746
O 0.955 -2.348 0.087
C 3.294 -2.802 0.419
C 4.405 -2.400 1.098
C 4.358 -1.428 2.252
O 5.390 -1.002 2.918
O 5.508 -2.933 0.677
O 0.913 -0.414 1.994
H 3.138 -0.118 3.429
H 3.235 -3.573 -0.335
C -1.443 -4.474 4.974
O -1.037 -3.815 3.819
P -1.985 -2.712 3.045
O -1.379 -2.126 1.788
O -3.374 -3.539 2.894
C -4.416 -2.993 2.090
O -2.414 -1.632 4.175
C -1.495 -0.592 4.459
H -0.729 -4.490 5.797
H -1.740 -5.513 4.831
H -2.417 -4.113 5.306
H -4.974 -2.158 2.513
H -4.996 -3.859 1.771
H -3.998 -2.614 1.157
H -1.937 0.350 4.135
H -0.584 -0.620 3.862
H -1.260 -0.591 5.524
C -1.918 5.681 1.194
O -1.722 5.435 -0.155
P -0.421 5.938 -1.040
O -0.327 7.379 -1.333
O 0.807 5.332 -0.195
C 2.192 5.620 -0.369
O -0.500 5.099 -2.436
C -0.084 3.693 -2.476
H -1.742 4.821 1.841
H -2.931 5.974 1.472
H -1.194 6.434 1.506
H 2.610 5.831 0.615
H 2.220 6.461 -1.062
H 2.815 4.843 -0.813
H -0.923 3.087 -2.817
H 0.283 3.296 -1.530
H 0.717 3.632 -3.212
C -0.764 2.151 1.463
O -1.530 0.931 1.323
C -2.968 1.161 1.392
C -3.730 1.897 0.302
O -3.282 1.472 -1.005
C -3.877 2.092 -2.116
C -5.136 1.314 -2.604
O -6.283 2.078 -2.305
C -7.444 1.384 -2.653
H -0.912 2.593 2.448
H -0.988 2.784 0.605
H 0.315 1.998 1.441
H -3.088 1.686 2.340
H -3.445 0.190 1.524
H -3.713 2.982 0.398
H -4.774 1.613 0.432
H -3.138 1.931 -2.902
H -4.027 3.167 -2.011
H -5.135 0.376 -2.049
H -5.021 1.173 -3.679
H -8.251 2.102 -2.511
H -7.601 0.429 -2.150
H -7.414 1.259 -3.735
C -4.106 4.321 3.851
O -2.808 3.738 3.781
C -2.151 3.853 5.095
C -0.654 3.684 5.006
O -0.292 2.398 4.582
C 1.049 1.985 4.961
C 2.154 2.800 4.366
O 2.283 4.209 4.836
C 3.052 5.031 3.883
H -4.672 4.040 4.739
H -4.782 4.008 3.055
H -4.041 5.400 3.710
H -2.626 3.126 5.753
H -2.351 4.842 5.509
H -0.285 3.854 6.017
H -0.188 4.402 4.331
H 1.191 0.962 4.613
H 1.161 1.999 6.045
H 2.101 2.759 3.278
H 3.115 2.368 4.647
H 3.143 6.067 4.208
H 2.497 5.151 2.952
H 4.105 4.789 3.736
C -4.550 -6.431 -1.076
O -3.190 -6.300 -1.200
C -2.711 -4.897 -1.316
C -1.315 -4.752 -0.725
O -0.519 -5.653 -1.456
C 0.807 -5.616 -1.113
C 1.622 -6.743 -1.703
O 1.621 -6.888 -3.117
C 2.780 -7.585 -3.650
H -4.750 -7.480 -0.860
H -5.077 -6.123 -1.979
H -4.960 -5.889 -0.224
H -3.436 -4.165 -0.962
H -2.751 -4.738 -2.394
H -1.393 -4.911 0.350
H -0.919 -3.760 -0.946
H 0.864 -5.647 -0.025
H 1.248 -4.716 -1.542
H 1.291 -7.650 -1.197
H 2.632 -6.583 -1.324
H 3.734 -7.138 -3.371
H 2.644 -7.442 -4.722
H 2.880 -8.645 -3.417